The following is a quantum chemistry calculation of a structure of composition C51H56AsFN5PPb, from OMol25.

Its net charge is +2. As for the HOMO energy: -12.05 eV. The energy above the lowest of the compared OMol25 structures with the same formula, charge and spin is 48.12 kcal per mole. For the orbital gap, the calculation gives 5.8798 eV.

```
116
Properties=species:S:1:pos:R:3:forces:R:3
H -1.132734 -2.729516 -6.125638 0.020 0.003 -0.008
C -2.241994 -5.879200 -0.097029 -0.015 -0.013 0.014
C -3.091925 -4.794992 -0.268264 -0.013 0.010 -0.004
C 0.656188 -3.780696 -6.724064 -0.008 0.033 0.013
C -0.600537 2.780911 -1.439565 -0.044 -0.090 0.046
C -2.335092 -0.089715 -3.356121 0.020 0.039 0.055
C -1.777593 -1.689218 1.849412 -0.013 -0.058 0.042
C 4.145929 -2.937264 -4.329305 -0.001 0.023 -0.008
As 1.919361 -2.451867 -6.057125 -0.011 -0.063 -0.002
C -0.720898 -3.593913 -6.635150 -0.001 0.015 0.018
H -0.164097 -3.549099 -4.035300 0.026 0.013 0.028
H 1.703203 0.445512 7.153629 -0.003 -0.004 0.009
H -0.029973 -1.177053 -5.025302 0.000 -0.021 -0.005
H 1.735796 2.000782 -4.426266 0.009 -0.023 0.007
H -3.663170 -1.460615 0.891201 0.034 -0.024 0.017
H 5.257243 -5.410340 -2.301981 0.004 -0.004 0.001
H 5.165126 4.766067 -0.482274 -0.001 -0.001 -0.007
H 1.452116 -0.940199 -4.129335 0.028 0.033 0.033
C -1.105775 -5.611918 -7.885520 -0.008 0.003 0.010
H 6.736915 3.760760 3.366770 -0.004 -0.005 0.012
H 1.346554 -1.449121 2.978402 -0.018 -0.023 -0.032
N -0.532632 -0.968521 2.202727 -0.029 -0.095 0.038
C 1.067265 1.368647 -2.469205 0.127 -0.031 0.069
C -4.181136 -0.497640 -4.837594 -0.013 -0.010 -0.014
H -1.270174 2.753822 1.774858 -0.016 -0.002 0.010
C -3.995188 -1.867813 -4.687969 0.006 0.015 0.007
N -0.684618 1.984414 2.082468 0.002 -0.014 -0.113
N 2.127814 1.280094 1.039969 -0.261 -0.222 -0.207
H -1.263562 3.019894 -0.616967 -0.007 0.002 0.010
C 1.918695 0.695778 6.123900 -0.007 0.005 0.011
H 0.312076 0.051454 3.815215 0.036 0.006 -0.003
C 2.890056 0.123934 3.998829 0.034 0.031 -0.015
C 5.976617 3.646007 2.606400 0.001 0.003 0.002
C 1.547317 1.935102 5.616964 -0.002 -0.018 0.049
C 4.903887 2.794131 2.821779 -0.066 -0.017 0.018
C 1.851003 2.268080 4.304904 -0.014 -0.006 -0.075
H 1.049826 2.653033 6.255827 0.001 0.010 0.003
H -3.345951 -2.846529 -1.107066 0.006 0.016 -0.016
C -0.683960 -0.108513 3.409164 -0.067 -0.014 0.020
H 0.307594 -3.081396 0.603535 -0.002 -0.034 -0.001
H -4.636741 -2.563111 -5.212750 -0.010 0.003 -0.008
H 1.254049 -3.170327 -3.076703 -0.006 0.026 0.024
H -2.587209 -6.763135 0.421532 0.000 -0.009 0.003
H -1.522332 -2.458683 1.121007 -0.010 0.000 -0.027
H -2.839380 -3.416248 -3.775762 0.002 0.003 0.010
H -2.346736 -0.516551 -0.723290 0.044 -0.003 -0.001
Pb 0.242198 0.400173 0.368538 0.505 0.662 0.514
H -1.786849 -6.321246 -8.335828 -0.006 -0.003 -0.006
H -1.670267 0.614536 -2.867644 0.016 -0.018 0.018
C -1.324393 1.259191 3.191377 -0.012 0.028 0.010
C 2.487680 1.348158 3.473921 -0.106 -0.044 0.130
H 3.462840 -0.560871 3.382157 -0.001 -0.002 -0.007
H 3.268512 3.212660 -0.111347 -0.006 0.011 -0.005
H 4.419247 -1.936534 -4.648884 -0.017 -0.003 -0.009
H -3.478977 1.456534 -4.305055 -0.004 0.011 -0.003
C 4.031013 3.344912 0.645102 -0.015 -0.055 0.014
H -4.106301 -4.836533 0.107208 -0.005 -0.006 0.004
C 4.627395 -4.887425 -3.009780 0.005 -0.003 0.010
C 3.926752 2.630880 1.840055 0.041 -0.072 -0.008
H 1.838112 -3.325857 1.420369 0.013 0.041 0.058
H 6.900696 5.025723 1.254013 0.007 0.003 -0.001
H -1.221837 1.803700 4.132736 0.018 -0.015 -0.004
H -1.257097 -0.658384 4.162140 -0.009 0.018 -0.005
C 0.222215 1.664780 -1.413703 -0.255 -0.081 -0.034
H 1.796561 -1.845469 -0.622398 0.000 -0.009 0.007
C -2.861036 -0.811382 1.248005 -0.034 0.008 -0.054
C -2.653738 -3.666536 -0.946165 -0.013 0.013 0.045
C 3.024425 -3.559454 -4.874645 0.018 0.046 -0.012
H 0.656149 -6.649815 -8.533466 0.002 -0.007 -0.001
H -0.299984 -6.685541 -0.514594 0.008 -0.003 -0.002
C -1.358986 -3.600329 -1.463886 0.031 -0.052 -0.024
C 6.069716 4.353186 1.418486 0.004 0.013 -0.019
C 1.083821 -2.576304 1.175837 -0.029 -0.040 -0.009
H -2.160308 -2.199777 2.738956 0.000 0.028 0.008
C 1.139138 -4.884871 -7.423282 0.045 0.007 0.007
H 1.862588 -5.369263 -4.903388 0.000 0.001 -0.010
H -2.664598 -4.342255 -7.137377 -0.011 -0.006 -0.001
C -0.587496 3.615057 -2.548777 0.004 -0.018 -0.040
H -1.212918 4.494771 -2.610921 -0.007 0.006 0.018
C -3.348845 0.390203 -4.175686 -0.026 0.017 -0.020
H 0.169810 -2.746992 3.121573 -0.026 -0.017 -0.033
H 2.518197 -1.141151 0.686697 -0.006 -0.001 -0.004
H -2.825220 0.840219 -0.000730 0.022 0.010 0.078
C -0.519484 -4.704779 -1.298855 0.005 0.041 -0.005
H 0.481559 -4.702348 -1.714973 0.009 0.000 -0.003
H 1.620939 3.261445 3.931809 0.002 0.009 0.001
C 5.093395 4.204911 0.439714 0.007 0.014 -0.018
H 0.199344 2.390965 2.379607 -0.014 -0.013 0.052
C 0.375058 -2.727539 -3.551133 -0.103 -0.182 0.032
C -1.596625 -4.505083 -7.209188 0.000 -0.021 -0.024
C 1.088518 2.193992 -3.581382 -0.040 0.038 -0.021
H 2.945562 -1.144377 5.728916 0.002 -0.011 -0.003
H -4.970090 -0.126441 -5.477714 -0.004 0.002 -0.004
C 0.254003 3.298801 -3.600331 0.014 0.014 -0.023
H 4.833614 2.251781 3.755740 0.015 -0.001 0.011
H 2.207023 -5.042116 -7.528935 0.004 0.023 0.011
H 5.816982 -3.100370 -2.994712 0.002 0.001 0.004
P -0.721777 -2.064896 -2.223734 0.071 0.142 -0.014
H -3.307686 -0.154408 1.986931 0.001 0.004 0.013
F 0.266719 4.091357 -4.670139 -0.008 -0.018 0.027
C 0.265152 -5.797392 -7.994118 -0.019 -0.018 -0.012
C -0.958209 -5.833306 -0.620195 -0.012 -0.023 0.014
N 1.640386 -1.512195 0.325965 -0.006 -0.118 -0.299
C 0.816318 -1.703812 -4.578641 0.001 0.099 -0.007
H 3.290254 -6.543155 -3.284354 -0.001 -0.005 0.004
C -2.147396 -1.460045 -3.187819 0.011 -0.115 -0.103
C 4.939300 -3.591229 -3.395579 0.012 -0.016 0.005
H -2.388297 1.198394 2.985162 0.000 -0.023 0.002
C 2.609517 -0.200520 5.319869 0.003 -0.006 0.009
C 2.775168 1.694681 2.045886 0.277 0.254 -0.043
H 1.724828 0.510779 -2.434810 0.017 -0.037 -0.022
C 0.542489 -1.964649 2.454990 0.038 0.015 0.036
N -2.289664 -0.008397 0.159064 -0.145 0.028 -0.255
C 3.523240 -5.522918 -3.562378 0.008 -0.024 0.014
C -2.983528 -2.346390 -3.873241 -0.007 -0.012 0.005
C 2.723903 -4.862124 -4.485480 -0.043 0.003 -0.024
```
Positions in Å, forces in eV/Å.



The following is a quantum chemistry calculation of a structure of composition C51H57CoF5N2OP2S2Si, from OMol25.

Its net charge is -2. As for the HOMO energy (spin up / spin down): -1.38 / -1.40 eV. The energy above the lowest of the compared OMol25 structures with the same formula, charge and spin is 16.60 kcal per mole. For the orbital gap (spin up / spin down), the calculation gives 5.1321 / 5.1522 eV. Its spin multiplicity is 2.

```
122
Properties=species:S:1:pos:R:3:forces:R:3
F -4.693714 -5.369246 1.528804 0.016 0.008 -0.017
C 0.432100 1.667556 2.833569 0.062 -0.031 0.105
C -2.372870 -5.253880 1.040405 0.137 -0.108 -0.038
C 0.725684 2.465031 1.722388 0.021 0.139 -0.038
H 0.523276 1.536300 4.990901 -0.013 0.086 -0.023
C 2.604887 -4.146452 -0.466491 -0.011 0.103 -0.056
C -2.573168 1.200664 5.113117 -0.006 -0.017 -0.118
H -0.181951 -2.510474 6.056951 0.004 0.002 -0.001
H 3.009610 1.819769 0.972011 -0.043 0.070 0.031
C 3.549478 -1.356264 -0.983013 -0.135 -0.124 -0.059
C -3.004579 2.271733 2.886677 -0.006 -0.124 0.033
H 1.629720 4.304056 1.073108 -0.049 0.005 0.016
H -1.913486 3.397455 0.513807 0.040 0.013 -0.069
H 4.466768 2.728993 2.938599 0.005 0.004 -0.003
H -3.482796 -0.610297 4.435349 -0.008 0.003 0.028
F -2.758949 -1.293280 0.192732 0.046 0.102 0.008
H 6.179015 2.461674 3.236902 -0.010 0.027 0.011
H -3.674052 2.918235 2.315006 0.012 0.029 -0.008
C -1.110729 3.424779 -0.229251 -0.206 -0.012 -0.086
C 0.982009 -3.668551 3.874242 0.005 0.085 0.064
H -1.576111 3.422507 -1.215013 0.013 -0.004 0.033
H 1.613467 -1.200031 3.067442 0.010 -0.062 -0.012
C 0.038956 -2.588895 3.329458 0.016 0.030 0.118
H 3.732110 -3.881188 1.395124 -0.012 -0.008 0.023
N -6.731870 -2.510128 -4.812011 -0.023 -0.002 -0.006
C 3.233523 -3.266360 0.640770 -0.018 0.013 -0.100
C -4.403765 -0.639579 -3.024542 -0.005 0.028 0.027
C -3.496246 2.130482 4.326431 0.051 -0.002 -0.020
C -3.712369 -3.312321 0.839094 -0.041 -0.092 -0.016
H 5.270767 3.264370 0.815655 0.007 -0.006 -0.001
H 3.575777 -0.816857 2.290200 -0.019 -0.008 0.017
C 4.222487 -2.263244 0.055345 -0.079 -0.019 0.000
H 0.648044 4.076714 -2.066558 0.004 -0.013 -0.022
C -4.451979 -1.762222 -3.829645 -0.231 0.020 -0.039
F -0.080690 -5.178370 0.609444 -0.034 -0.020 0.089
O -0.234323 -2.465456 0.091303 -0.230 0.127 0.253
F -4.902888 -2.702146 0.946833 0.025 0.004 -0.019
C 5.608460 2.277679 1.144468 -0.012 -0.024 0.012
H 1.582013 3.701480 5.310373 0.028 -0.015 -0.001
H -1.845877 -0.845138 4.999227 -0.009 -0.014 0.000
C -1.296388 -3.145603 0.361301 0.043 0.139 -0.196
C -3.264688 -2.450815 -4.119806 0.103 -0.240 -0.210
C 3.013300 2.235224 -3.617528 0.013 -0.035 0.030
C -2.600395 -2.598268 0.447475 0.096 0.053 0.038
C -2.480307 -0.163174 4.431127 0.024 0.046 -0.016
H 5.536493 0.301322 0.257148 -0.003 -0.030 0.010
C 4.994008 0.660179 2.976613 -0.008 0.052 -0.020
C 5.325105 2.113331 2.650343 -0.009 -0.046 -0.041
H 1.761466 -0.346522 5.172264 -0.008 0.023 0.006
H 4.915299 0.514651 4.057323 0.011 -0.024 0.001
C 1.368400 3.694061 1.934392 -0.010 -0.054 -0.003
F -2.241342 -6.562768 1.341836 0.002 0.051 -0.028
H 6.686945 2.236940 0.962353 0.004 0.013 -0.004
C 0.623967 -1.184034 3.532818 -0.020 -0.114 -0.043
C -3.207353 -0.115623 -2.481361 0.032 0.081 -0.001
C 1.402877 2.214752 -1.318062 -0.015 -0.016 -0.065
H 0.034011 -0.223978 5.424231 -0.004 -0.046 0.001
H -2.557434 1.038143 1.162977 -0.053 -0.054 -0.033
H 1.522379 -4.060407 -0.402804 0.083 -0.013 0.006
C -1.262982 -4.526000 0.653933 -0.040 -0.132 0.059
H 2.657823 -2.871835 5.014290 -0.012 0.002 0.001
H 3.745147 0.346023 -2.951368 0.015 0.040 0.016
H -0.114353 -2.755522 2.268921 -0.002 -0.008 -0.038
H -1.583210 1.660860 5.163280 -0.019 -0.007 0.048
H -2.279024 -1.088777 2.544634 -0.022 -0.043 -0.079
H 2.186637 5.094466 3.340742 0.007 -0.003 0.001
S -3.267326 1.346155 -1.585489 0.004 -0.058 0.003
H 3.068611 -1.886024 -3.048883 -0.027 0.041 -0.009
H 0.421525 -4.597338 4.004540 -0.011 -0.001 0.001
H 4.690211 -1.671904 0.841765 0.036 0.010 0.018
H 2.435929 -2.713748 1.148485 -0.035 -0.014 0.014
C 4.913052 1.198024 0.297324 -0.022 0.081 0.066
H 1.257892 -1.925094 6.872404 -0.025 0.001 0.015
H 2.860794 -5.198722 -0.317417 0.007 -0.005 0.010
H 4.807319 1.557593 -0.727306 0.013 -0.038 -0.012
C 3.019668 -3.697685 -1.868400 0.056 0.046 0.038
H 3.613972 2.219526 -4.519822 -0.010 -0.004 -0.006
C -5.716074 -2.187608 -4.375931 0.202 0.054 0.091
Si 0.032367 1.940855 -0.006909 0.266 -0.251 -0.063
C 1.646944 -3.250772 5.202324 -0.061 0.015 -0.047
C 3.538338 0.870008 0.885181 0.070 -0.214 0.029
C -2.079141 -1.980856 -3.561112 0.050 -0.016 0.064
H -3.927162 0.496584 2.091029 -0.004 0.007 -0.001
H 1.753705 -4.113333 5.864045 0.049 -0.012 -0.006
C 0.814514 -0.877960 5.038354 0.001 -0.086 -0.001
C -2.918687 0.913310 2.186634 0.083 0.081 0.108
H -0.541865 4.352013 -0.084069 -0.017 -0.053 0.035
C -2.005127 -0.845048 -2.753061 -0.118 -0.315 0.024
H -4.510632 1.712793 4.320760 0.001 0.012 0.021
H -1.162745 -2.520857 -3.764111 -0.002 0.008 0.014
C 1.689553 4.140249 3.203243 0.008 -0.025 0.004
C 1.359895 3.356861 4.306829 -0.027 -0.014 -0.044
C 2.778337 -2.198604 -2.043300 0.070 -0.033 0.094
H 5.807391 0.011798 2.629667 -0.017 0.010 0.002
C -3.612422 -4.660305 1.138256 -0.107 0.059 0.052
S -0.385110 -0.391250 -2.242012 0.025 0.525 0.139
H -2.927338 1.077665 6.141271 -0.005 0.002 0.006
H 2.848144 0.646538 2.914951 -0.033 0.014 0.010
H 1.749811 -3.873047 3.126745 0.013 -0.036 -0.028
C 2.313445 1.169655 -1.566680 0.025 0.053 0.054
H -0.939524 -2.660163 3.816284 0.014 0.005 -0.014
C 1.356937 3.271763 -2.225499 0.078 0.026 0.016
P 2.393420 -0.105566 -0.236930 0.051 0.232 -0.170
P -0.277539 0.008768 2.427957 0.093 0.101 -0.465
H -3.550606 3.109078 4.813525 -0.015 -0.007 -0.010
H 2.431372 -4.243960 -2.608936 0.007 -0.002 -0.020
H -5.321542 -0.109266 -2.808849 0.010 0.021 0.004
C 2.161389 3.295302 -3.360367 -0.030 -0.003 0.048
C -2.053699 -0.100986 2.956868 -0.103 0.015 -0.013
C 0.744400 2.131380 4.119839 0.069 0.045 -0.021
H 1.701910 -2.017381 -1.968859 0.021 0.011 0.005
Co -0.096314 -0.336008 0.096439 -0.274 -0.302 0.348
C 0.839795 -2.154245 5.888074 0.051 -0.006 -0.006
N -3.217380 -4.522349 -5.671201 0.005 0.000 -0.011
H 5.036532 -2.805272 -0.437163 0.029 0.011 0.004
H 4.334412 -0.776139 -1.471412 0.075 -0.049 0.004
H -2.020263 2.752038 2.893914 -0.032 0.020 -0.012
C -3.247314 -3.600994 -4.978389 -0.020 0.177 0.169
C 3.671593 0.270498 2.305675 0.024 0.040 -0.078
C 3.089958 1.176431 -2.718585 0.002 0.019 -0.009
H 4.071824 -3.938030 -2.062488 -0.006 -0.030 -0.022
H 2.094877 4.121632 -4.059173 -0.015 0.000 0.001
```
Positions in Å, forces in eV/Å.